Record 1
The following is a DFT calculation (ωB97M-V/def2-TZVPD) of the molecule C5H9ClSi.

* multiplicity: 1
* DFT total energy: -945.5688 Eh
* ΔE to the lowest compared entry with this formula, charge and spin: 34.6 kcal/mol
* HOMO: -10.0 eV
* orbital gap: 10.861 eV
* SMILES: C#CCC[Si@H](C)Cl

```
16
Properties=species:S:1:pos:R:3:forces:R:3:nbo_charge:R:1
Cl -2.69278 1.06624 0.19266 -0.68 1.01 0.04 -0.37
Si -1.49464 -0.53806 0.33631 1.98 0.07 -0.22 1.32
C -1.00493 -1.07595 -1.42541 -0.50 -0.64 1.80 -1.09
C 0.01696 -0.13262 1.52387 1.29 0.20 -0.74 -0.83
C 1.39046 0.11266 0.70295 -1.57 1.02 -2.34 -0.46
C 1.48326 1.34734 -0.24651 -0.55 -1.34 1.49 -0.01
C 1.65812 2.35516 -0.87915 -0.06 -0.15 -0.53 -0.28
H -1.84016 -1.59354 -1.87237 -0.40 0.01 -0.23 0.25
H 0.33295 -1.02088 2.12867 -0.83 0.61 -0.24 0.24
H 1.80193 3.15064 -1.58897 -0.07 -0.22 0.46 0.24
H 1.39018 -0.78907 0.02574 0.72 0.89 0.68 0.22
H -0.28264 -1.84435 -1.22235 0.63 -0.67 -0.09 0.23
H -2.26047 -1.56862 0.99376 -0.36 -0.58 0.16 -0.20
H 2.32325 0.22770 1.24377 -0.19 -0.61 0.65 0.24
H -0.25714 0.70880 2.20241 0.30 -0.60 -0.46 0.24
H -0.56436 -0.40547 -2.11539 0.28 1.01 -0.42 0.25
```
Positions in Å, forces in eV/Å.


Record 2
The following is a DFT calculation (ωB97M-V/def2-TZVPD) of a structure of composition C5H9CrO3.

* expectation value of S²: 6.053
* multiplicity: 5
* net charge: +1
* DFT total energy: -1465.7866 Eh
* ΔE to the lowest compared entry with this formula, charge and spin: 3.4 kcal/mol
* HOMO (spin up / spin down): -13.2 / -13.1 eV
* orbital gap (spin up / spin down): 7.929 / 8.203 eV

```
18
Properties=species:S:1:pos:R:3:forces:R:3:nbo_charge:R:1
Cr 0.21813 0.18567 -0.42601 -3.04 0.63 -0.78 1.29
O -2.91402 0.20678 -1.18531 1.84 0.68 -0.16 -0.52
O 2.02701 0.14777 0.08838 1.82 -0.08 0.49 -0.69
O -1.42852 0.73708 0.47754 1.05 0.16 0.03 -0.66
C -2.79719 2.64243 1.14096 -0.03 0.14 -0.22 -0.64
C -1.76593 0.40090 -0.92209 -1.91 -1.27 -0.12 0.39
C -2.38537 1.21444 1.42865 -0.65 0.08 0.88 -0.07
C 4.33832 -0.33710 0.37275 0.15 0.03 -0.28 -0.74
C 2.96601 -0.63124 -0.06317 0.65 -0.33 0.11 0.54
H -3.25098 0.53935 1.39479 0.26 0.10 -0.05 0.21
H -3.43384 2.69142 0.24773 0.19 0.03 0.24 0.23
H -1.90812 1.12343 2.41198 -0.08 -0.02 -0.28 0.20
H 4.57815 -1.00523 1.21534 -0.05 0.13 -0.12 0.29
H 4.47113 0.71360 0.64578 -0.05 -0.28 0.03 0.27
H -1.91504 3.27806 0.98484 -0.22 -0.12 0.10 0.21
H 2.78036 -1.60753 -0.54677 0.04 0.14 0.13 0.16
H 5.02052 -0.62920 -0.44202 -0.11 0.09 0.26 0.28
H -3.36454 3.03808 1.99442 0.15 -0.13 -0.25 0.24
```
Positions in Å, forces in eV/Å.


Record 3
The following is a DFT calculation (ωB97M-V/def2-TZVPD) of the molecule C5H9F.

* multiplicity: 1
* DFT total energy: -295.7434 Eh
* ΔE to the lowest compared entry with this formula, charge and spin: 10.5 kcal/mol
* HOMO: -9.9 eV
* orbital gap: 10.956 eV
* SMILES: C=C[C@H](F)CC

```
15
Properties=species:S:1:pos:R:3:forces:R:3:nbo_charge:R:1
F 0.47004 -0.42437 1.70206 -0.57 0.77 -0.27 -0.38
C 1.57794 1.64486 0.23210 -1.22 -0.16 -0.45 -0.38
C 0.28695 1.33421 0.06996 1.18 0.46 0.46 -0.23
C -0.42523 0.30399 0.87657 -0.56 -0.90 -0.46 0.17
C -0.18124 -1.52371 -0.92975 -0.64 -0.53 1.22 -0.62
C -1.11999 -0.72281 -0.04670 -1.77 -0.11 0.44 -0.41
H -0.63231 -2.39312 -1.41317 -0.17 0.38 -0.10 0.22
H 2.05534 2.42708 -0.32894 0.05 0.12 -0.25 0.20
H 2.17330 1.09139 0.91816 0.37 -0.23 0.54 0.21
H 0.33722 -0.90112 -1.59844 0.49 0.75 -1.21 0.21
H -0.32204 1.84430 -0.66851 -0.06 0.08 0.08 0.21
H -1.22138 0.77512 1.51010 0.84 -0.37 -0.22 0.18
H 0.54980 -1.89633 -0.26113 1.04 -0.71 0.54 0.22
H -1.82315 -0.15503 -0.71945 0.30 -0.46 0.91 0.20
H -1.72525 -1.40445 0.65715 0.73 0.91 -1.24 0.21
```
Positions in Å, forces in eV/Å.


Record 4
The following is a DFT calculation (ωB97M-V/def2-TZVPD) of the molecule C5H9F.

* multiplicity: 1
* DFT total energy: -295.7173 Eh
* ΔE to the lowest compared entry with this formula, charge and spin: 26.9 kcal/mol
* HOMO: -9.9 eV
* orbital gap: 11.003 eV
* SMILES: C[C@@H]1C[C@]1(C)F

```
15
Properties=species:S:1:pos:R:3:forces:R:3:nbo_charge:R:1
F 0.61070 1.49712 0.58908 -0.32 1.18 1.16 -0.34
C 0.59771 0.20070 0.22065 1.75 -0.24 -1.90 0.34
C 1.91017 -0.04781 -0.45665 1.15 3.34 -0.34 -0.64
C -0.70667 -0.32266 -0.24979 1.76 -2.85 -2.03 -0.23
C -0.05206 -0.79801 1.00394 -2.39 2.11 3.06 -0.46
C -1.93063 0.49571 -0.26074 0.13 0.66 -1.00 -0.62
H -0.47699 -0.40740 1.95491 0.08 -0.32 -0.73 0.22
H -2.09847 0.64863 -1.33611 -0.62 0.46 0.41 0.22
H 0.24819 -1.76152 1.09002 1.29 -2.64 0.11 0.22
H 2.73037 0.34077 0.22281 -0.82 -0.97 -0.37 0.22
H 2.15387 -1.00501 -0.85381 -0.15 -0.75 -0.14 0.22
H -1.73588 1.45336 0.23692 -0.15 -0.12 -0.23 0.23
H -2.78713 0.03694 0.20743 -0.26 -0.30 0.02 0.21
H 1.97328 0.76402 -1.25312 -0.08 -1.30 0.36 0.21
H -0.43647 -1.09485 -1.11555 -1.37 1.73 1.61 0.20
```
Positions in Å, forces in eV/Å.


Record 5
The following is a DFT calculation (ωB97M-V/def2-TZVPD) of the molecule C5H9F.

* multiplicity: 1
* DFT total energy: -295.7264 Eh
* ΔE to the lowest compared entry with this formula, charge and spin: 21.2 kcal/mol
* HOMO: -9.2 eV
* orbital gap: 10.356 eV
* SMILES: C/C=C/[C@H](C)F

```
15
Properties=species:S:1:pos:R:3:forces:R:3:nbo_charge:R:1
F -0.67456 -0.12111 -2.50531 0.66 -0.51 -2.20 -0.36
C 0.57871 0.46143 0.81360 -0.52 0.57 -3.05 -0.16
C -0.89015 -0.17216 -1.17894 -1.32 -1.51 1.80 0.19
C 1.62770 1.22927 1.52830 1.28 -0.01 -1.05 -0.64
C 0.25484 0.50499 -0.50727 0.85 -0.11 2.32 -0.24
C -1.31627 -1.66546 -0.72037 2.30 1.33 1.05 -0.64
H 2.27588 1.87492 0.79141 -1.20 -1.19 1.69 0.22
H 1.06727 1.80205 2.24812 0.23 0.85 0.32 0.22
H -1.38307 -1.64179 0.43897 -0.62 -0.18 -2.07 0.22
H 2.24358 0.52514 2.14514 -0.14 0.67 -0.69 0.22
H 0.79853 1.17629 -1.14633 0.39 0.03 -0.41 0.21
H -2.16276 -1.99020 -1.31862 -0.42 0.15 0.57 0.22
H -0.50183 -2.40281 -0.92424 -0.35 0.75 0.01 0.22
H -1.78185 0.43078 -1.08055 -0.48 0.29 0.60 0.16
H -0.13602 -0.01132 1.41610 -0.65 -1.14 1.10 0.18
```
Positions in Å, forces in eV/Å.


Record 6
The following is a DFT calculation (ωB97M-V/def2-TZVPD) of the molecule C5H9F2NO2S.

* multiplicity: 1
* DFT total energy: -999.0963 Eh
* ΔE to the lowest compared entry with this formula, charge and spin: 0.4 kcal/mol
* HOMO: -9.2 eV
* orbital gap: 9.735 eV
* SMILES: N[C@H](CCSC(F)F)C(=O)O

```
20
Properties=species:S:1:pos:R:3:forces:R:3:nbo_charge:R:1
S -2.30571 0.64929 -0.97291 -0.05 0.04 0.04 0.17
F -3.26644 -0.14120 1.33712 -0.10 -0.01 0.09 -0.35
F -3.91685 -1.25132 -0.44341 -0.19 -0.07 -0.02 -0.34
O 3.19810 0.62700 0.39635 0.66 -0.22 -0.22 -0.68
O 2.95078 -1.37350 -0.58663 0.08 0.14 0.01 -0.60
N 0.20028 -1.41057 -0.16127 0.34 -0.28 -0.60 -0.83
C -1.00258 1.41376 0.03410 0.20 0.38 0.21 -0.54
C -2.85565 -0.65801 0.14764 -0.14 0.48 -0.24 0.42
C 2.47123 -0.41468 -0.04244 -0.56 -0.16 0.11 0.78
C 0.44497 1.04893 -0.33151 -0.17 0.11 -1.25 -0.41
C 0.97136 -0.26197 0.26337 0.09 0.34 0.20 -0.16
H 0.69791 -2.25605 0.13085 -0.24 0.25 -0.18 0.38
H 0.55058 1.03136 -1.46897 -0.07 0.00 1.35 0.21
H 0.19697 -1.43027 -1.19285 -0.06 -0.10 0.64 0.37
H 1.06292 1.86623 0.03802 0.18 -0.05 -0.08 0.23
H -1.13694 2.51215 -0.09931 0.06 -0.80 0.11 0.24
H 0.88429 -0.17621 1.35948 0.11 -0.02 -0.19 0.21
H -2.08562 -1.37916 0.32980 0.41 -0.39 0.16 0.18
H 4.12819 0.41244 0.16531 -0.50 0.23 0.19 0.50
H -1.18779 1.19179 1.09725 -0.07 0.13 -0.36 0.24
```
Positions in Å, forces in eV/Å.


Record 7
The following is a DFT calculation (ωB97M-V/def2-TZVPD) of the ion C5H9F3N3 with charge +1.

* multiplicity: 1
* net charge: +1
* DFT total energy: -659.4304 Eh
* ΔE to the lowest compared entry with this formula, charge and spin: 69.1 kcal/mol
* HOMO: -14.9 eV
* orbital gap: 9.441 eV
* SMILES: [H]/N=[N+](/C)[C@H](/N=C/C)C(F)(F)F

```
20
Properties=species:S:1:pos:R:3:forces:R:3:nbo_charge:R:1
F 0.06605 -2.30564 2.21179 -0.09 -0.61 1.27 -0.30
F 0.72165 -2.76972 0.21715 -0.45 1.06 0.51 -0.31
F -1.32698 -2.25018 0.59024 -0.89 0.29 -0.04 -0.28
N -0.50543 0.38356 1.72016 3.22 -2.62 -0.20 0.08
N -0.18386 -0.13715 -0.55326 -0.47 0.86 1.91 -0.53
N -1.43514 1.02675 1.44267 -4.18 2.53 -0.08 -0.10
C -0.46999 -0.29957 -2.91692 -0.50 -0.91 -2.00 -0.71
C 0.15395 -0.67594 -1.63077 2.95 -0.90 -1.58 0.25
C -0.10673 -1.96279 0.96048 1.56 -1.36 -0.74 0.96
C -0.06672 0.27412 3.06355 1.88 0.45 2.13 -0.48
C 0.28235 -0.49703 0.76213 0.96 0.12 -1.35 -0.03
H 0.18305 0.32198 -3.66396 -1.21 -0.57 1.93 0.29
H 0.77013 -0.47506 3.11856 -0.66 1.45 0.23 0.25
H -1.81439 0.84527 0.51654 0.63 0.12 -1.05 0.40
H 0.04815 1.25136 3.60430 0.48 -0.71 -1.00 0.29
H -0.88329 -0.13817 3.57349 -1.22 -0.94 0.84 0.26
H 1.37661 -0.33211 1.17139 -1.84 -0.34 -1.50 0.27
H 1.04003 -1.36851 -1.69951 -0.89 0.44 0.23 0.19
H -1.45944 0.06769 -2.60609 0.37 0.67 -0.90 0.24
H -0.66884 -1.20984 -3.59744 0.34 0.97 1.38 0.26
```
Positions in Å, forces in eV/Å.


Record 8
The following is a DFT calculation (ωB97M-V/def2-TZVPD) of the ion C5H9FN3O with charge +1.

* multiplicity: 1
* net charge: +1
* DFT total energy: -534.9735 Eh
* ΔE to the lowest compared entry with this formula, charge and spin: 19.2 kcal/mol
* HOMO: -13.3 eV
* orbital gap: 9.966 eV
* SMILES: C[n+]1[nH]c(O)c(CN)c1F

```
19
Properties=species:S:1:pos:R:3:forces:R:3:nbo_charge:R:1
F -1.62533 1.84148 -0.00601 0.01 -0.55 0.32 -0.24
O 1.63764 -1.69177 0.13820 -0.84 -2.74 0.09 -0.62
N 2.92264 0.63701 -0.19217 -5.27 0.71 -4.26 -0.85
N -0.67148 -1.46367 0.00712 -0.21 -1.00 -0.17 -0.37
N -1.66640 -0.45139 -0.05410 3.08 -0.69 1.49 -0.17
C -3.05201 -0.64541 -0.08030 -3.75 1.19 -2.18 -0.48
C 0.53807 0.44433 0.11837 -5.74 -0.54 -0.29 -0.23
C -1.01864 0.69547 0.12154 5.05 -0.53 -1.22 0.68
C 0.59933 -0.94473 0.08515 -1.86 2.61 0.14 0.55
C 1.64671 1.39492 0.10212 0.58 0.47 -2.06 -0.27
H 1.50238 2.20730 -0.67606 0.06 -1.07 0.61 0.22
H 3.20496 1.00228 -1.10973 0.62 -0.60 0.93 0.40
H 1.55365 1.93478 0.99360 0.94 0.80 1.70 0.23
H -3.67132 0.08185 0.45672 1.05 0.50 0.31 0.27
H -3.50769 -1.51756 0.27070 0.58 -2.02 0.91 0.26
H -3.53629 -0.56953 -1.09957 1.20 -0.02 0.53 0.24
H 2.44030 -1.18027 0.22181 0.85 1.17 -0.38 0.54
H -0.83683 -2.47076 0.22027 -0.52 1.38 -0.30 0.46
H 3.54032 0.69566 0.48236 4.14 0.93 3.84 0.37
```
Positions in Å, forces in eV/Å.


Record 9
The following is a DFT calculation (ωB97M-V/def2-TZVPD) of the ion C5H9FN3O3P2 with charge -1.

* multiplicity: 1
* net charge: -1
* DFT total energy: -1368.3810 Eh
* HOMO: -4.8 eV
* orbital gap: 8.181 eV
* SMILES: CP(C)N(OC#N)[C@](F)([PH2]=N)C(=O)[O-]

```
23
Properties=species:S:1:pos:R:3:forces:R:3:nbo_charge:R:1
P 1.56988 -1.05617 -0.26037 0.83 0.25 -1.66 1.23
P -1.40382 0.74375 -0.35148 -3.29 1.11 0.24 0.83
F 1.66452 1.62808 0.29304 -1.30 -1.07 -0.25 -0.34
O 1.53963 1.03568 3.06484 -0.57 0.38 -0.63 -0.70
O -0.70245 -0.64332 1.66972 -1.89 -0.72 1.29 -0.37
O 2.61804 -0.77069 2.35968 -1.31 0.51 -1.74 -0.77
N 1.32192 -0.88199 -1.83297 0.25 -0.12 0.40 -1.37
N -2.89015 -0.54143 2.83937 -0.75 -0.15 0.36 -0.40
N -0.34862 0.59487 1.07821 1.57 1.26 -2.72 -0.35
C -0.79116 1.99762 -1.58099 1.53 -0.21 -0.09 -0.95
C -1.89430 -0.55672 2.27707 2.45 0.18 -0.95 0.56
C -1.83633 -0.90289 -1.13706 0.30 -0.46 -0.53 -0.95
C 1.81005 0.20353 2.19576 1.34 -0.48 1.93 0.71
C 1.09393 0.44804 0.77823 1.50 -1.34 2.55 0.09
H -1.71505 -0.85687 -2.24832 0.25 -0.09 0.91 0.25
H -1.26558 -1.77532 -0.72951 -0.40 0.74 -0.51 0.24
H 2.24848 -0.95450 -2.26449 -0.51 0.13 -0.07 0.36
H -1.65479 2.50918 -2.06753 0.54 -0.73 0.43 0.23
H -0.07962 1.53541 -2.31246 -0.65 0.42 0.41 0.25
H -2.92762 -1.07035 -0.94318 1.01 0.23 0.08 0.23
H -0.20869 2.78490 -1.03895 -0.54 -0.68 -0.26 0.26
H 0.89473 -2.20780 0.26330 0.26 0.80 0.33 -0.04
H 2.95700 -1.26301 -0.05192 -0.60 0.04 0.50 0.00
```
Positions in Å, forces in eV/Å.


Record 10
The following is a DFT calculation (ωB97M-V/def2-TZVPD) of the ion C5H9FNS with charge +1.

* expectation value of S²: 2.024
* multiplicity: 3
* net charge: +1
* DFT total energy: -748.1654 Eh
* ΔE to the lowest compared entry with this formula, charge and spin: 55.9 kcal/mol
* HOMO (spin up / spin down): -9.9 / -14.8 eV
* orbital gap (spin up / spin down): 6.312 / 6.711 eV

```
17
Properties=species:S:1:pos:R:3:forces:R:3:nbo_charge:R:1
S 1.08220 1.42486 -1.35982 2.73 1.06 -1.13 0.40
F -1.28107 1.94197 -0.39922 -0.42 -1.47 -0.45 -0.30
N -0.45641 -0.37395 -0.14808 -5.18 -5.56 -2.57 -0.20
C -1.97215 -2.12113 0.40894 0.50 -0.52 -3.41 -0.19
C -0.40264 0.94698 -0.08255 0.29 4.83 0.72 0.26
C -0.52542 0.22992 1.15619 5.45 -0.64 0.75 -0.26
C 2.55621 0.84949 -0.46495 0.49 -0.27 -0.61 -0.75
C -1.40965 -1.39658 -0.59670 1.34 2.60 2.02 -0.01
H -1.41834 0.19602 1.61099 -3.04 -0.40 1.93 0.23
H -2.52530 -2.88583 -0.05705 -1.35 -1.02 0.34 0.22
H 0.45548 0.05172 1.70337 -1.59 0.54 -0.07 0.24
H 1.07556 2.58178 -0.65817 -0.39 0.18 -0.37 0.11
H 3.04070 1.76564 -0.04298 -0.13 -1.20 -0.40 0.26
H -1.84929 -1.47516 -1.60857 1.16 0.38 0.42 0.27
H 3.17279 0.25552 -1.17403 -0.15 0.93 0.28 0.26
H 2.31066 0.10218 0.28306 -0.25 0.31 0.50 0.22
H -1.85333 -2.09342 1.42957 0.54 0.25 2.03 0.22
```
Positions in Å, forces in eV/Å.


Record 11
The following is a DFT calculation (ωB97M-V/def2-TZVPD) of the molecule C5H9FO.

* multiplicity: 1
* DFT total energy: -370.8534 Eh
* ΔE to the lowest compared entry with this formula, charge and spin: 100.5 kcal/mol
* HOMO: -8.7 eV
* orbital gap: 9.533 eV
* SMILES: CC/C(F)=C\OC

```
16
Properties=species:S:1:pos:R:3:forces:R:3:nbo_charge:R:1
F -0.94023 1.98841 0.09742 0.35 -1.34 -0.54 -0.36
O 2.38087 0.73606 -0.15688 -1.14 -0.15 -1.02 -0.48
C -2.30475 -0.29651 -0.01200 -7.08 0.02 -0.85 -0.61
C -0.12055 0.87313 -0.12851 -0.37 -2.77 0.46 0.28
C 1.17385 1.18800 -0.08727 -3.34 7.02 -0.82 0.05
C -0.90405 -0.57817 -0.06941 2.08 3.26 -1.08 -0.47
C 2.34719 -0.62302 0.10466 0.90 -2.07 1.89 -0.30
H 1.11247 2.36808 -0.13911 0.89 -2.14 0.40 0.20
H -0.77742 -1.25862 -0.89431 0.86 0.15 -0.58 0.22
H -0.51556 -1.01365 0.79300 0.39 -1.01 1.55 0.22
H 1.62539 -1.37068 -0.56303 2.21 2.25 1.26 0.20
H -2.80475 0.12527 -1.03079 1.68 -0.53 2.22 0.21
H -2.99687 -1.26707 0.04524 1.71 1.68 0.33 0.21
H -2.68124 0.40173 0.81496 0.77 -1.04 -1.16 0.23
H 1.92028 -0.68769 1.26100 1.44 -0.48 -2.75 0.18
H 3.48536 -0.58527 -0.03498 -1.34 -2.86 0.68 0.23
```
Positions in Å, forces in eV/Å.


Record 12
The following is a DFT calculation (ωB97M-V/def2-TZVPD) of the molecule C5H9FO.

* multiplicity: 1
* DFT total energy: -370.9511 Eh
* ΔE to the lowest compared entry with this formula, charge and spin: 39.2 kcal/mol
* HOMO: -8.9 eV
* orbital gap: 9.833 eV
* SMILES: C=CO[C@H](C)CF

```
16
Properties=species:S:1:pos:R:3:forces:R:3:nbo_charge:R:1
F 1.51057 1.61366 -0.17819 0.28 -1.17 0.31 -0.37
O -0.78296 0.42428 -0.58932 0.51 -0.11 -1.16 -0.48
C -1.60160 0.41382 0.43271 -2.50 0.51 1.10 0.19
C 0.24361 -1.88689 -0.64812 1.27 0.58 1.46 -0.63
C -1.57811 -0.21042 1.62353 -2.71 1.85 -1.69 -0.58
C 1.46838 0.21843 0.09669 0.37 0.88 -0.78 0.03
C 0.35781 -0.37850 -0.74075 1.61 0.27 -2.43 0.06
H 0.59956 -0.19715 -1.81737 0.04 0.21 0.75 0.19
H 2.48052 -0.19847 0.01759 -0.28 0.04 -0.78 0.18
H 1.24397 0.08333 1.11348 -0.58 0.22 1.63 0.16
H 1.17196 -2.36046 -1.03881 -0.67 0.42 0.14 0.22
H 0.19821 -2.08259 0.41812 -0.25 -0.83 0.12 0.20
H -2.53805 -0.17104 2.17911 1.21 -0.01 -0.06 0.22
H -0.61017 -2.25648 -1.15260 -0.83 -0.38 -0.45 0.23
H -0.74966 -0.73568 1.89452 1.82 -1.63 1.13 0.19
H -2.46839 1.06280 0.11992 0.73 -0.83 0.70 0.18
```
Positions in Å, forces in eV/Å.